DFT (ωB97M-V/def2-TZVPD) results for one molecule with the formula C16H15NO3.

- ΔE to the lowest compared entry with this formula, charge and spin (kJ/mol) = 88.4
- orbital gap (eV) = 9.221
- HOMO (eV) = -9.00
- calculated total energy (eV) = -24468.335
- strongest force on any atom (Eh/bohr) = 0.0132
- LUMO level (hartree) = 0.0080

Geometry as ORCA input:
```
! RIJCOSX wB97M-V def2-TZVPD def2/J DEFGRID3
* xyz 0 1
O 1.11 -0.62 -1.38
O 1.80 -2.62 -0.58
O -2.01 1.07 4.13
N 4.98 -2.56 -3.26
C -1.04 -0.64 1.62
C 0.01 -0.53 -0.53
C -2.29 0.06 -0.29
C 3.96 -2.59 -2.43
C -3.56 1.47 2.35
C -2.13 3.32 3.34
C 0.09 -0.80 0.83
C -2.24 -0.21 1.07
C 3.06 -1.54 -2.28
C 4.32 -0.37 -3.94
C -1.18 -0.09 -1.09
C 5.16 -1.48 -4.00
C -3.45 0.00 1.94
C 1.94 -1.67 -1.31
C -2.50 1.86 3.37
C 3.25 -0.40 -3.06
H -3.49 2.12 1.48
H 6.01 -1.50 -4.66
H -4.53 1.64 2.83
H -1.22 0.11 -2.15
H -3.02 3.94 3.29
H -0.98 -0.85 2.67
H 2.57 0.44 -2.98
H 3.84 -3.49 -1.84
H -3.22 0.40 -0.73
H -1.54 3.58 4.22
H -4.35 -0.29 1.39
H 4.51 0.49 -4.56
H -1.53 3.51 2.45
H -3.37 -0.61 2.84
H 1.02 -1.14 1.26
*
```

Here are the Löwdin charges for atoms 1 to 5, given in e: number 1, O, carries 0.065; number 2, O, carries 0.133; number 3, O, carries 0.089; number 4, N, carries 0.069; number 5, C, carries -0.013